ORCA calculation (ωB97M-V/def2-TZVPD) on a molecular structure, C15H27F2NP2Pb.

Computed properties:
E   -46735.731 eV
Relative energy (zero: lowest compared OMol25 entry of this formula, charge and spin)   20.5 kcal per mole
HOMO level   -0.1573 Eh
Frontier orbital gap   3.48 eV

Geometry as ORCA input:
```
! RIJCOSX wB97M-V def2-TZVPD def2/J DEFGRID3
* xyz 0 1
Pb -10.55917 4.28034 8.33776
C -10.42498 7.74804 3.81096
P -9.92559 7.85089 5.54041
C -11.04388 6.99296 6.62955
C -8.20199 7.14540 5.94979
C -7.95535 5.68522 5.75958
P -8.08807 4.57143 7.24798
C -7.78125 2.98186 6.37903
C -6.58459 4.87745 8.31820
H -11.18716 8.51170 3.63998
H -10.87110 6.76399 3.72059
H -9.57486 7.86635 3.10631
H -11.31881 6.04937 6.15301
H -11.92333 7.67091 6.69177
H -10.60414 6.95622 7.67074
H -8.15265 7.41686 7.01529
H -7.51941 7.71004 5.33645
H -7.00031 5.51151 5.30041
H -8.63056 5.27850 5.00575
H -8.62169 2.85460 5.64887
H -7.82210 2.08234 7.05258
H -6.90380 2.87316 5.75955
H -5.82949 4.04003 8.09566
H -6.81777 4.80358 9.39820
H -6.12177 5.89853 8.11864
C -9.06216 8.29168 10.98816
C -9.13713 6.95074 11.57003
C -8.31741 6.62174 12.63562
C -8.56463 5.61851 13.55843
C -9.76343 4.84289 13.36666
C -10.61652 5.06298 12.35866
C -12.00053 4.43877 12.33874
C -10.15614 5.91855 11.19226
N -10.57509 5.78805 9.96004
H -8.01992 8.51813 10.67849
H -9.28887 9.04355 11.79776
H -9.73367 8.40891 10.12016
H -7.33592 7.14535 12.66374
H -7.90228 5.49573 14.40384
H -9.85091 3.98334 14.13005
H -12.54241 4.59639 13.30577
H -11.91274 3.33613 12.17157
H -12.56314 4.79992 11.47956
F -11.57224 2.23715 10.35431
C -10.34021 2.19663 9.68252
F -9.50934 2.30442 10.76460
H -10.36577 1.16348 9.20067
H -9.68248 9.23050 6.12435
*
```

These are the natural (NBO) partial charges, in e, on atoms 1 to 2: Pb 0.675; C -0.959

***

ORCA calculation (ωB97M-V/def2-TZVPD) on a molecular structure, C15H27N2OPSSiYb.

Computed properties:
E   -80533.294 eV
HOMO level   -0.5103 Eh
Frontier orbital gap   5.52 eV

Geometry as ORCA input:
```
! RIJCOSX wB97M-V def2-TZVPD def2/J DEFGRID3
* xyz 2 1
N 5.07071 -1.97452 1.34191
C 3.69014 -1.62278 0.92264
C 3.56770 -1.40093 -0.70490
C 2.26415 -0.47204 -0.97106
C 1.08370 -1.14950 -1.74401
Si -0.51278 -1.22720 -0.70523
C -1.67547 -2.46737 -1.60815
C -3.19688 -2.27206 -1.24385
C -3.55948 -2.78486 0.20140
N -4.11543 -1.78685 1.11090
O -3.34171 -3.92960 0.50300
C -1.35732 0.48876 -0.50316
C -0.19722 1.54567 -0.25764
C -0.66188 2.99591 0.03480
C -0.20410 3.57441 1.30818
C -0.49893 4.92526 1.73458
C -1.28719 5.76682 0.84436
C -1.75521 5.18510 -0.39391
C -1.46472 3.83062 -0.84181
P -0.11031 -2.16958 1.29046
S 0.86161 -0.92964 2.48552
H 5.64877 -1.81970 0.51287
H 5.04596 -2.96404 1.59366
H 3.41761 -0.67711 1.52644
H 2.95127 -2.43037 1.15477
H 4.49308 -0.75660 -0.98383
H 3.56149 -2.36249 -1.26211
H 1.93171 -0.02530 0.03123
H 2.62092 0.42506 -1.62557
H 0.82411 -0.57097 -2.67552
H 1.31988 -2.19819 -2.08083
H -1.45799 -2.45836 -2.70401
H -1.38046 -3.48966 -1.22761
H -3.56251 -1.23663 -1.44314
H -3.77788 -2.94119 -1.94221
H -5.02714 -2.10978 1.44123
H -3.44153 -1.69828 1.87403
H -1.98866 0.48973 0.43137
H -1.96033 0.70272 -1.41786
H 0.41860 1.57611 -1.20626
H 0.39672 1.18003 0.62819
H 0.41132 2.93466 1.99600
H -0.09257 5.29869 2.70194
H -1.48463 6.81032 1.17100
H -2.35380 5.83957 -1.07030
H -1.81523 3.40707 -1.80876
H -1.31540 -2.69750 1.86242
H 0.67592 -3.33513 0.98321
Yb 3.34143 0.98172 0.73563
*
```

These are the natural (NBO) partial charges, in e, on atoms 1 to 2: N -0.819; C -0.178

***

ORCA calculation (ωB97M-V/def2-TZVPD) on 3 unconnected molecules or ions with the total composition C15H28BF6O6P.

Computed properties:
E   -54566.998 eV
SMILES string   CCOC(=O)C(F)(F)F.CCOC(=O)C(F)(F)F.CCCCCCPCB(O)O
HOMO level   -0.3208 Eh
Frontier orbital gap   9.00 eV

Geometry as ORCA input:
```
! RIJCOSX wB97M-V def2-TZVPD def2/J DEFGRID3
* xyz 0 1
C -0.53199 -0.72114 0.18335
C -1.31705 -1.74420 -0.60192
O -0.73916 -1.94125 -1.91934
C 0.28736 -2.76393 -1.98261
O 0.79678 -3.38355 -1.09831
C 0.77164 -2.87977 -3.45086
F 0.86290 -1.68361 -4.03706
F -0.08310 -3.62967 -4.15307
F 1.97092 -3.45664 -3.49362
H -0.46800 0.22115 -0.35723
H -1.02686 -0.53088 1.13653
H 0.47782 -1.07485 0.38729
H -2.33062 -1.40828 -0.80713
H -1.35938 -2.70853 -0.09733
C 4.95437 -3.58401 -4.66611
C 4.24270 -2.53377 -5.48819
O 5.20642 -1.66508 -6.13698
C 5.73744 -2.12024 -7.25462
O 5.51415 -3.15384 -7.80905
C 6.72014 -1.06780 -7.83106
F 7.51530 -0.56599 -6.88329
F 6.02504 -0.05714 -8.37118
F 7.47753 -1.61001 -8.77546
H 5.62707 -3.11015 -3.95098
H 4.23434 -4.18744 -4.11799
H 5.53895 -4.24415 -5.30586
H 3.65375 -1.86418 -4.86799
H 3.59577 -2.97541 -6.24470
C -3.86863 -0.48619 5.23819
C -2.75772 0.20496 4.43837
C -3.23035 0.95801 3.19214
C -4.28380 2.04221 3.43379
C -4.01855 3.06145 4.55181
C -3.28888 4.36756 4.18899
P -1.44153 4.52804 4.19603
C -0.94287 3.83357 2.55426
B 0.02616 2.58928 2.47407
O 0.40739 2.12286 1.21616
O 0.50315 1.94426 3.59108
H -3.98090 -1.53047 4.94615
H -4.83643 -0.00803 5.08604
H -3.66236 -0.46664 6.30755
H -2.03998 -0.55680 4.11200
H -2.20982 0.89118 5.08956
H -3.64444 0.23145 2.48462
H -2.36213 1.38558 2.68788
H -5.22349 1.53376 3.66104
H -4.46520 2.58097 2.49863
H -3.49975 2.57502 5.38280
H -4.99272 3.35677 4.94885
H -3.62307 4.73536 3.21303
H -3.61360 5.12417 4.90846
H -1.17504 3.41062 5.01376
H -1.83675 3.58491 1.97516
H -0.46772 4.64805 1.99461
H 1.05343 2.68547 0.78217
H 0.12138 1.09698 3.82761
*
```

These are the natural (NBO) partial charges, in e, on atoms 1 to 2: C -0.636; C -0.079

***

ORCA calculation (ωB97M-V/def2-TZVPD) on a gas-phase ion, C15H28BFNO5 (charge -1).

Computed properties:
E   -31127.445 eV
HOMO level   -0.2113 Eh
Frontier orbital gap   8.44 eV

Geometry as ORCA input:
```
! RIJCOSX wB97M-V def2-TZVPD def2/J DEFGRID3
* xyz -1 1
C 3.23572 2.52060 1.86765
C 4.45397 2.07499 0.82082
O 5.16463 3.08524 0.29240
O 4.76145 0.64258 0.49558
C 3.45945 -0.04126 0.43484
C 3.48884 -1.50646 -0.32085
C 2.02314 -1.64911 -1.09284
C 0.83095 -2.25477 -0.12768
C -0.55114 -1.35860 -0.11026
C -1.14965 -1.25145 -1.62261
C -2.27375 -0.09268 -1.87697
C -1.73926 1.29104 -2.55899
C -0.14303 1.59833 -2.42007
C -2.71690 2.54965 -2.05450
O -1.52352 -2.13190 0.73210
B -1.33930 -1.89290 2.20809
F -0.64476 -3.18397 2.59095
C -2.67353 -1.76557 3.15918
C -3.95047 -0.99814 2.47156
O -4.78678 -0.17165 3.15927
O -0.37785 -0.73411 2.15403
C -0.27422 -0.05513 0.81834
N -1.27349 1.05558 0.97819
H 3.17671 1.64055 2.66043
H 2.18268 2.50718 1.31160
H 3.45204 3.52868 2.42581
H 2.96534 -0.23093 1.49516
H 2.75095 0.64586 -0.23484
H 3.73509 -2.40400 0.38876
H 4.29447 -1.49432 -1.20190
H 1.70600 -0.68129 -1.67669
H 2.20588 -2.47990 -1.93081
H 1.31857 -2.42335 0.92652
H 0.50489 -3.33937 -0.50545
H -1.70153 -2.29058 -1.83279
H -0.33731 -1.17442 -2.48233
H -3.06060 -0.55919 -2.64505
H -2.92174 0.13159 -0.89967
H -1.96428 1.19910 -3.72808
H 0.04822 2.66833 -2.91343
H 0.52285 0.82567 -3.01335
H 0.27817 1.64940 -1.33129
H -2.71527 3.40159 -2.89080
H -2.33081 3.06606 -1.07688
H -3.83923 2.17338 -1.90165
H -3.02672 -2.84150 3.51177
H -2.37894 -1.12061 4.11885
H -4.18561 -1.21432 1.33477
H 0.74305 0.52395 0.72048
H -2.25806 0.73363 1.08482
H -1.16535 1.82849 0.28781
*
```

These are the natural (NBO) partial charges, in e, on atoms 1 to 2: C -0.741; C 0.787